[1]
Here is C29H25BaCl4N5OS2 as an isolated structure from the Open Molecules 2025 dataset. Energies are from ωB97M-V/def2-TZVPD.

CARTESIAN COORDINATES (ANGSTROEM)
Cl -1.1823 8.5981 -4.6980
H 0.3721 1.4198 0.3443
C -1.7540 3.5773 -1.4038
C 3.2353 -2.4713 3.3400
H 2.6421 -2.1090 4.1722
H -2.7340 1.2032 -2.0997
H 2.2658 -0.3342 0.8601
H -3.2192 3.1058 1.7142
H 3.7500 -2.0341 0.0271
H 5.3370 -3.8688 0.4274
C -2.3920 7.0587 -2.8497
O -1.1009 2.4754 -2.0026
H -2.9401 0.5680 2.7446
H 1.8966 -0.1744 2.6100
H -2.2681 3.6875 -6.9908
C 0.9456 -4.9642 3.3576
H 4.2142 -3.9417 4.5519
H 3.2081 -8.7013 3.4871
S -0.0741 -3.9439 4.3350
Ba -0.2616 -2.3527 1.8478
H -5.0681 -3.7175 0.8934
N -4.3212 -3.0806 1.0801
H 3.1466 -7.2309 1.2841
H 2.8412 -7.8509 5.0120
N -1.3354 2.6100 0.8132
C 4.1220 -3.5106 3.5634
H -0.0601 3.9630 -0.1257
C -1.9586 1.6169 -2.7521
C 4.8704 -4.0152 2.5128
C -2.5700 2.3085 -3.9330
C -2.5081 5.9003 -2.0992
Cl -3.8277 5.8025 -0.9665
H 1.7810 -5.4200 0.2322
N -1.1036 0.5750 1.6280
H -1.3155 0.8026 -3.0848
C 2.0736 -0.8751 1.7906
C -1.8558 2.6084 -5.1306
H -2.8178 3.3579 -1.2685
H -0.8366 2.2928 -5.3048
C -1.3425 7.1598 -3.7456
C -1.1287 3.7722 -0.0233
H 0.3913 6.2347 -4.5936
H -1.5834 4.6332 0.4657
C 4.7405 -3.4771 1.2415
H -3.1059 7.8610 -2.7357
C 3.8488 -2.4430 1.0277
C -0.5704 1.4965 0.8617
C -3.8308 2.8250 -3.9846
C -2.5770 3.3342 -6.0210
H 0.1290 4.1703 -3.2448
C -0.4232 6.1341 -3.8906
S -4.1526 3.6744 -5.4393
N 0.9839 -4.7746 2.0188
C -2.2861 1.1084 2.0811
C 1.7595 -5.5900 1.3040
Cl -5.0587 2.6829 -2.7893
C 3.2276 -7.7403 4.0021
C -3.4736 -2.3195 1.2905
C 3.0571 -1.8994 2.0637
C 2.4257 -6.7132 3.2642
Cl 5.9788 -5.3402 2.7801
N 1.6492 -5.9192 3.9874
C -0.5701 4.9875 -3.1297
C 2.5101 -6.5887 1.8751
C -1.6160 4.8412 -2.2261
C -2.4472 2.3668 1.5861
H 4.2678 -7.4124 4.0543

Atomic forces in eV per Å
Cl 0.00 0.03 -0.03
H 0.01 -0.03 0.00
C 0.01 0.03 0.01
C -0.03 0.00 -0.02
H 0.02 0.03 0.00
H 0.00 0.03 0.00
H 0.02 0.03 0.02
H -0.01 0.00 0.01
H 0.03 0.03 0.01
H 0.00 -0.01 0.00
C 0.04 -0.04 -0.01
O 0.04 0.01 0.00
H 0.00 -0.02 -0.01
H 0.00 -0.05 0.06
H -0.02 0.01 -0.01
C -0.15 -0.07 0.21
H 0.02 0.00 0.00
H 0.00 0.00 -0.01
S -0.03 -0.10 0.00
Ba 0.15 0.57 -0.04
H -0.01 0.00 0.04
N -0.08 0.08 -0.04
H 0.01 0.00 -0.01
H 0.00 -0.01 0.00
N -0.05 -0.05 0.02
C -0.03 -0.06 -0.04
H 0.01 -0.06 -0.02
C 0.00 -0.02 -0.03
C -0.02 0.06 -0.02
C -0.05 0.04 0.04
C 0.00 0.01 0.00
Cl -0.03 0.00 0.02
H 0.02 0.01 0.00
N -0.11 -0.40 -0.02
H -0.02 -0.01 0.00
C -0.08 0.16 -0.13
C 0.03 0.03 -0.04
H 0.01 -0.05 0.02
H 0.01 0.00 0.01
C -0.01 -0.02 0.02
C -0.02 0.04 0.00
H 0.01 0.00 0.00
H 0.04 0.03 -0.02
C -0.04 -0.03 0.04
H 0.00 0.01 0.00
C -0.04 -0.11 -0.01
C 0.13 0.05 0.07
C 0.00 -0.06 -0.03
C 0.01 -0.01 0.02
H 0.00 0.00 0.00
C -0.01 0.02 0.01
S 0.03 -0.03 0.03
N -0.12 -0.08 -0.02
C -0.07 0.14 0.00
C 0.17 -0.03 0.07
Cl 0.00 0.01 0.00
C 0.01 0.00 0.00
C 0.11 -0.17 -0.01
C 0.06 0.10 -0.14
C -0.06 0.03 0.01
Cl 0.03 -0.05 0.01
N 0.11 -0.05 -0.03
C 0.00 -0.01 0.00
C -0.04 0.02 -0.05
C -0.03 0.01 -0.02
C 0.01 -0.03 0.00
H 0.00 0.00 0.01

Results
- spin multiplicity = 1
- ΔE to the lowest compared entry with this formula, charge and spin (kJ/mol) = 24.3
- charge = 0
- total energy (hartree) = -4131.75955
- gap between HOMO and LUMO (eV) = 5.395

***

[2]
Here is C9H3Cl5IN3O2ReSSe3Te as an isolated structure at a distorted geometry from the Open Molecules 2025 dataset. Energies are from ωB97M-V/def2-TZVPD.

CARTESIAN COORDINATES (ANGSTROEM)
Cl 3.3002 1.8203 3.3387
N -2.4893 -0.2723 -1.9466
Te -0.2323 -0.9239 4.2496
I -3.3836 -4.3921 -2.1007
C 1.9525 1.0570 1.1404
Re -1.0574 0.6303 0.6279
O 0.6087 0.3455 -0.6641
H -2.4150 0.7095 -2.3061
Cl 5.5598 -0.5950 -0.9189
Se -0.0470 -1.5041 1.8869
H -2.3127 -2.3738 0.4273
Cl 5.8228 0.5988 1.9336
C -2.9132 -2.4035 -1.7114
N -2.1911 -0.5746 -0.6787
C 4.2973 0.5795 1.1509
O -2.4775 2.2930 -2.6473
C 1.7598 0.4520 -0.1243
H -3.2212 -1.3321 -3.6361
Se -3.0209 0.8545 2.1579
C -2.9360 -1.3474 -2.6028
S -2.0658 3.0989 -1.4743
N -1.6073 2.2618 -0.3109
C 2.9312 -0.0582 -0.7433
Cl 2.7522 -0.8219 -2.2675
Cl 0.5416 1.7324 1.8526
C -2.4486 -1.8712 -0.5130
Se -2.0518 0.9104 4.2236
C 4.1673 0.0163 -0.1244
C 3.1767 1.1104 1.7807

Atomic forces in eV per Å
Cl -0.04 0.06 0.05
N 0.10 0.21 -0.55
Te -0.39 0.10 0.53
I 0.05 0.45 0.10
C 0.57 -0.33 -0.98
Re -0.64 -0.43 -0.49
O -1.67 0.12 -0.34
H 0.00 -0.45 0.26
Cl 0.00 -0.05 -0.02
Se -0.55 0.97 -1.31
H 0.11 0.14 0.07
Cl 0.11 0.06 0.10
C -0.11 -0.41 -0.20
N 0.01 -0.29 0.39
C -0.11 0.03 0.02
O -0.25 0.65 0.07
C 1.60 0.07 0.85
H -0.06 0.20 -0.14
Se 0.47 -0.35 -0.87
C 0.13 -0.30 0.36
S 0.51 -0.86 0.35
N 0.14 -0.48 -0.12
C -0.28 0.09 0.13
Cl -0.10 0.00 -0.12
Cl 0.29 0.96 1.32
C -0.37 -0.34 -0.27
Se 0.37 0.13 0.73
C -0.08 0.07 0.10
C 0.22 -0.01 -0.01

Results
- spin multiplicity = 2
- charge = 0
- total energy (hartree) = -11206.94853
- gap between HOMO and LUMO (alpha / beta) (eV) = 4.663 / 4.467

***

[3]
Here is C28H51Br9O17S3 as an isolated structure at a distorted geometry from the Open Molecules 2025 dataset. Energies are from ωB97M-V/def2-TZVPD.

CARTESIAN COORDINATES (ANGSTROEM)
C 1.6464 -1.2118 -5.0646
O 0.5369 -3.4793 3.3735
H -6.6998 -2.7873 -0.8625
H 2.1061 9.3861 1.7402
H 2.9479 -1.0391 -0.9084
H 0.7304 0.6322 2.6100
H 0.9424 8.6521 0.4639
C 5.7740 5.6193 -2.8230
O -3.3647 -6.1348 4.8018
C -3.3787 1.4005 -4.0067
H -3.2034 2.5144 -2.1221
O 1.1929 1.3060 0.3567
O 1.1408 8.0443 4.0905
H -0.7551 6.4876 0.7983
H -3.0466 -1.4302 0.7213
H -3.0840 -6.4076 1.5622
H -2.0196 -0.2806 -3.8257
H 6.8224 5.4142 -2.6068
H -1.0211 -1.9881 5.0949
H 3.8333 -4.6336 -0.5070
C 1.0681 -0.1014 3.3421
H 5.5446 4.0846 -4.3425
H 2.7590 -4.5458 1.6816
H 1.9992 0.0862 3.8768
H -4.6181 -7.1431 3.5148
H -4.0811 0.8484 -3.3823
H 1.6615 -2.1514 -0.1871
Br -2.0648 2.3003 0.8539
O 1.1519 -1.4171 2.7854
H 2.5915 -0.9738 0.7702
H -4.1652 -5.2333 2.4523
C 1.0973 9.0939 1.4482
O 3.8309 1.9836 -4.1978
C -6.1187 -3.4188 -1.5345
O 0.5635 0.2837 -1.9399
H 1.4067 5.3716 -0.2675
H 4.0590 4.6153 -3.8062
H 0.4926 9.9997 1.4933
H 2.4465 4.1499 -2.0980
H 2.1952 2.7857 -1.0905
Br -4.7911 0.6412 0.9924
C -0.1026 5.7604 1.2815
S 0.8716 0.1901 -0.4874
C -2.2068 -5.0937 3.1225
H -3.8285 2.4128 2.5567
H 1.4235 2.7920 -2.6984
C 0.6643 4.8008 0.2902
H -0.7988 5.1350 1.8403
C 3.0813 -5.3758 -0.2390
H 2.5800 -5.5929 -1.1822
C -0.0207 -1.6456 4.8304
H -2.9094 -7.7280 3.5887
H 3.8946 -7.3114 -0.6103
Br -5.5551 -5.0484 -0.4920
C 2.1309 -1.1677 -0.1984
C 1.7177 -6.2331 1.5130
H 0.6741 -1.8724 5.6391
H -3.9578 1.5914 -4.9102
Br -7.1925 -3.9852 -3.0799
O -1.0406 8.0217 2.7586
C -2.1970 -2.0562 0.4485
Br 2.9044 -1.8991 -3.6749
C -3.9084 2.3269 1.4730
C -3.5687 -6.8601 3.5978
H 1.2377 -4.3893 0.7633
O 0.0528 1.8034 -4.5118
H 5.6585 6.5140 -3.4349
H 1.0755 3.9772 0.8738
O -1.6484 2.8536 -3.5001
C 2.3156 3.0685 -2.1363
C -1.2216 -1.3727 -0.4763
C 2.1525 -4.9700 0.8814
H -0.0343 4.4043 -0.4466
C 0.5271 -2.2880 3.5821
H -1.7935 -0.9082 -1.2796
C -2.1482 0.6595 -4.3622
H 1.4384 -0.1584 -4.8769
H -1.2404 -5.5959 3.0773
O 4.9571 3.3582 -2.5216
H -0.9470 0.0768 4.0534
S 3.8628 2.1535 -2.7520
C 5.0652 4.4341 -3.4281
H 5.2989 5.9250 -1.8908
C -3.0170 2.6515 -3.1872
O 2.6531 -7.1577 1.1839
C 3.6480 -6.6508 0.2209
Br -5.0372 3.7978 0.8861
Br -4.6200 -2.2149 -1.9403
Br -0.1620 -2.0369 -5.1195
O 0.7963 -6.5075 2.2461
H -3.6705 3.4913 -3.4233
H -2.0503 0.3865 -5.4130
H -0.6101 -2.1093 -0.9972
C -1.1414 1.7539 -4.1521
O 4.1448 1.0527 -1.7913
C 0.0519 -0.1678 4.4145
H -2.1642 -4.0782 2.7286
H -2.6502 -2.9059 -0.0622
O -2.1109 -4.4371 5.4850
S 0.4121 7.8723 2.7927
O 0.8207 6.3971 2.0861
O -0.4070 -0.5228 0.3206
Br 2.4682 -1.2495 -6.8480
H 0.1845 0.5519 5.2222
H -1.7090 -2.4570 1.3369
C -3.2899 -5.8814 2.4943
C -2.5570 -5.0963 4.5974
H 4.6238 -6.5115 0.6862

Atomic forces in eV per Å
C 0.09 0.06 -0.25
O -0.02 0.76 -0.52
H -0.23 -0.57 -0.25
H 0.06 -0.54 -0.32
H -0.43 -0.09 -0.36
H 0.87 -0.18 -0.24
H 0.40 -0.23 0.24
C -0.49 0.18 0.65
O -0.87 -0.65 0.89
C -2.96 -0.12 0.51
H 0.63 -0.31 0.19
O -0.20 0.09 -0.71
O -1.69 -0.88 -3.89
H 0.19 0.06 -0.46
H 0.37 0.18 0.18
H 0.04 0.38 -0.09
H 0.56 0.42 0.38
H -0.05 0.02 -0.18
H 0.25 -0.19 -0.08
H 0.05 0.05 0.30
C 0.22 0.37 0.55
H 0.50 -0.08 0.11
H -0.12 0.60 0.10
H 0.46 0.43 -0.82
H 0.10 -0.45 0.51
H 0.06 -0.45 -0.07
H -0.08 0.27 -0.30
Br -0.55 0.26 -0.04
O -0.14 0.33 -0.46
H -0.49 0.07 0.13
H -0.17 -0.07 -0.62
C -0.71 -0.64 1.56
O -0.22 -0.53 1.72
C 0.22 -0.48 0.29
O 0.50 0.18 3.35
H 0.25 -0.16 0.22
H -0.23 0.77 0.25
H -0.27 -0.24 0.33
H 0.41 -0.11 -0.63
H 0.14 -0.32 -0.18
Br 0.23 0.57 0.26
C -1.16 -1.61 -1.94
S -0.36 -2.80 -0.98
C 0.81 1.23 -0.02
H -0.25 -0.22 -0.30
H 0.30 -0.17 -0.24
C -0.93 1.27 0.77
H 0.12 0.01 0.46
C -0.83 1.28 -1.63
H -0.54 0.30 0.04
C 0.37 1.13 -0.34
H -0.03 -0.06 0.00
H -0.81 -0.56 0.24
Br -0.25 1.31 -0.74
C -0.01 1.39 0.07
C -0.02 -1.37 0.52
H -0.04 -0.19 0.06
H 0.07 0.59 0.02
Br 0.70 0.51 0.81
O 1.81 -0.50 0.07
C -0.30 -0.60 0.16
Br -1.14 0.31 -1.10
C -0.12 -0.25 0.05
C -0.89 -0.52 -0.27
H 0.46 0.46 -0.48
O -3.43 -0.47 0.83
H 0.28 -0.25 -0.43
H 0.28 0.10 -0.24
O 0.20 -0.54 -0.29
C 0.82 -0.70 0.24
C -0.59 -1.16 -0.12
C -0.55 0.70 0.64
H -0.14 -0.08 0.11
C 0.05 -2.28 0.87
H 0.24 0.85 0.10
C 0.60 0.35 -0.24
H 0.19 -0.21 0.31
H 0.26 0.26 -0.27
O 0.06 -1.94 1.81
H -0.07 0.10 -0.43
S -0.48 0.88 0.64
C -0.71 -0.19 -1.73
H -0.02 -0.28 0.24
C -0.71 -0.68 -0.53
O 1.05 -1.20 -0.80
C 0.58 -0.66 1.22
Br 0.62 -0.23 0.00
Br -0.59 -0.67 -0.30
Br 1.26 -0.02 0.21
O 0.80 0.41 -0.89
H 0.52 0.30 -0.51
H -0.26 0.04 -0.03
H 0.29 -0.16 0.13
C 4.72 0.95 -0.12
O -0.36 2.65 -2.41
C -2.39 -0.16 1.40
H 0.48 -0.10 0.18
H 0.18 -0.10 -0.07
O -0.18 0.59 0.31
S 0.57 1.01 0.64
O 1.19 2.44 2.45
O 1.10 1.50 -1.44
Br -0.31 -0.17 0.80
H 0.45 -0.16 0.05
H 0.10 0.18 0.04
C -0.47 -0.38 0.11
C 0.93 -0.16 -0.70
H -0.18 -0.03 0.76

Results
- spin multiplicity = 1
- ΔE to the lowest compared entry with this formula, charge and spin (kJ/mol) = 136.1
- charge = 0
- total energy (hartree) = -26737.13388
- gap between HOMO and LUMO (eV) = 8.905

***

Question: The lowest total energy belongs to which entry?
Answer: C28H51Br9O17S3

***

Question: spin multiplicity of number 2 (C9H3Cl5IN3O2ReSSe3Te)?
Answer: 2